Record 1
The following is a quantum chemistry calculation of a structure of composition C4H5NO2 at a distorted geometry, from the OMol25 dataset.

```
12
Properties=species:S:1:pos:R:3:lowdin_charge:R:1
C -1.975 0.422 0.212 -0.02
C -0.528 0.101 0.060 -0.29
C 0.200 -1.082 -0.600 -0.02
O 1.096 -0.355 -1.509 0.07
C 1.404 -0.010 -0.258 -0.60
O 2.699 -0.103 0.084 0.14
N 0.458 0.839 0.448 0.20
H -2.083 1.336 0.803 0.08
H -2.448 0.581 -0.767 0.09
H -2.513 -0.399 0.695 0.08
H 0.861 -1.583 0.144 0.13
H 2.831 0.289 0.959 0.13
```

Lowest unoccupied orbital energy in eV: 0.4
Orbital gap in eV: 8.9082
ΔE to the lowest compared entry with this formula, charge and spin in eV: 4.8948
Energy in eV: -9809.420

---

Record 2
The following is a quantum chemistry calculation of the molecule C4H5NO2, from the OMol25 dataset.

```
12
Properties=species:S:1:pos:R:3:lowdin_charge:R:1
O 1.181 0.738 -1.427 0.03
C 1.104 -0.277 -0.707 -0.20
C 0.534 0.147 0.624 -0.39
C -0.115 1.365 0.099 0.25
N -0.649 -0.428 1.195 0.07
C -1.205 -1.185 0.239 -0.36
O -0.716 -1.363 -0.902 -0.03
H 1.637 -1.195 -0.956 0.14
H 1.317 0.334 1.366 0.16
H -0.907 1.227 -0.624 0.11
H -0.047 2.338 0.587 0.11
H -2.137 -1.702 0.505 0.12
```

Lowest unoccupied orbital energy (alpha / beta) in eV: -1.1 / -1.1
Orbital gap (alpha / beta) in eV: 8.2618 / 8.2606
ΔE to the lowest compared entry with this formula, charge and spin in eV: 4.3291
Energy in eV: -9809.986

---

Record 3
The following is a quantum chemistry calculation of the molecule C4H5NO2, from the OMol25 dataset.

```
12
Properties=species:S:1:pos:R:3:lowdin_charge:R:1
O -1.119 -2.651 -0.614 0.14
C -0.699 -1.637 -0.136 -0.45
C -0.113 -0.439 -0.862 0.00
C 0.663 1.727 -0.098 -0.03
N 0.122 0.541 0.203 -0.20
C -0.186 -0.050 1.351 -0.08
O -0.628 -1.370 1.183 0.08
H 0.866 -0.705 -1.266 0.15
H -0.747 -0.057 -1.663 0.15
H 0.606 2.064 -1.123 0.05
H 1.079 2.329 0.694 0.05
H 0.156 0.248 2.330 0.14
```

Lowest unoccupied orbital energy (alpha / beta) in eV: 0.6 / 0.6
Orbital gap (alpha / beta) in eV: 7.6005 / 7.5864
ΔE to the lowest compared entry with this formula, charge and spin in eV: 2.8457
Energy in eV: -9811.469

---

Record 4
The following is a quantum chemistry calculation of a structure of composition C4H5NO2 at a distorted geometry, from the OMol25 dataset.

```
12
Properties=species:S:1:pos:R:3:lowdin_charge:R:1
C 1.666 0.032 -1.513 -0.05
O 1.193 -0.841 -0.463 -0.10
C 0.217 -0.362 0.345 -0.27
N 0.297 0.660 1.093 -0.01
O -0.764 1.028 1.741 -0.12
C -2.050 -0.209 1.333 0.07
C -1.475 -1.020 0.491 0.04
H 0.818 0.481 -2.039 0.09
H 2.308 0.821 -1.105 0.09
H 2.245 -0.585 -2.209 0.09
H -2.820 0.206 1.967 0.09
H -1.617 -1.910 -0.126 0.09
```

Lowest unoccupied orbital energy in eV: 0.9
Orbital gap in eV: 10.1721
ΔE to the lowest compared entry with this formula, charge and spin in eV: 5.4145
Energy in eV: -9808.900

---

Record 5
The following is a quantum chemistry calculation of the molecule C4H5NO2 at a distorted geometry, from the OMol25 dataset.

```
12
Properties=species:S:1:pos:R:3:lowdin_charge:R:1
O -1.614 1.782 0.947 0.03
C -1.078 0.773 0.507 -0.48
C -0.073 -0.138 1.054 0.15
C 0.607 -1.106 0.177 -0.21
N 1.428 -0.217 -0.693 0.07
C 0.678 0.613 -1.354 -0.29
O -0.587 0.906 -1.162 -0.01
H -1.765 -0.159 0.292 0.22
H 0.103 -0.112 2.134 0.14
H -0.087 -1.696 -0.443 0.13
H 1.251 -1.789 0.740 0.12
H 1.138 1.142 -2.201 0.14
```

Lowest unoccupied orbital energy (alpha / beta) in eV: -2.1 / -2.1
Orbital gap (alpha / beta) in eV: 7.5575 / 7.5606
ΔE to the lowest compared entry with this formula, charge and spin in eV: 4.6999
Energy in eV: -9809.615

---

Record 6
The following is a quantum chemistry calculation of the molecule C4H5NO2, from the OMol25 dataset.

```
12
Properties=species:S:1:pos:R:3:lowdin_charge:R:1
O 1.175 -1.945 1.032 0.02
C 1.213 -1.131 -0.064 -0.12
C 0.182 -0.320 -0.258 -0.26
C -0.677 0.429 0.759 -0.14
N -1.055 1.629 -0.007 0.08
C -0.653 1.428 -1.191 -0.21
O 0.016 0.289 -1.491 0.03
H 0.248 -1.895 1.256 0.09
H 2.104 -1.156 -0.682 0.13
H -1.593 -0.048 1.136 0.12
H -0.070 0.711 1.635 0.13
H -0.793 2.078 -2.045 0.13
```

Lowest unoccupied orbital energy in eV: 0.8
Orbital gap in eV: 9.1964
ΔE to the lowest compared entry with this formula, charge and spin in eV: 2.0506
Energy in eV: -9812.264

---

Record 7
The following is a quantum chemistry calculation of the molecule C4H5NO2 at a distorted geometry, from the OMol25 dataset.

```
12
Properties=species:S:1:pos:R:3:lowdin_charge:R:1
O 2.147 1.506 0.418 0.10
C 2.052 0.314 0.534 -0.16
C 0.887 -0.490 0.011 -0.43
O 0.943 -1.706 0.079 0.08
N -0.154 0.173 -0.602 -0.02
C -1.361 -0.613 -0.522 -0.09
C -1.314 0.793 0.021 -0.06
H 2.796 -0.338 1.031 0.13
H -1.047 -1.534 0.017 0.11
H -1.897 -0.749 -1.455 0.11
H -1.705 1.597 -0.611 0.11
H -1.346 1.046 1.080 0.11
```

Lowest unoccupied orbital energy in eV: -0.4
Orbital gap in eV: 9.7189
ΔE to the lowest compared entry with this formula, charge and spin in eV: 2.4302
Energy in eV: -9811.885

---

Record 8
The following is a quantum chemistry calculation of the molecule C4H5NO2, from the OMol25 dataset.

```
12
Properties=species:S:1:pos:R:3:lowdin_charge:R:1
N -2.246 -0.541 -0.274 0.08
C -1.106 -0.113 0.259 -0.11
C 0.141 -0.618 -0.054 -0.04
C 1.245 0.210 0.018 -0.34
O 2.541 -0.222 0.060 0.03
C 0.857 1.536 0.197 -0.18
O -0.391 1.758 0.086 -0.02
H -3.115 -0.539 0.242 0.10
H -2.290 -0.990 -1.183 0.11
H 0.255 -1.669 -0.299 0.13
H 2.526 -1.111 0.436 0.10
H 1.582 2.300 0.513 0.14
```

Lowest unoccupied orbital energy (alpha / beta) in eV: 0.3 / 0.3
Orbital gap (alpha / beta) in eV: 7.9236 / 7.9249
ΔE to the lowest compared entry with this formula, charge and spin in eV: 3.2648
Energy in eV: -9811.050

---

Record 9
The following is a quantum chemistry calculation of the molecule C4H5NO2 at a distorted geometry, from the OMol25 dataset.

```
12
Properties=species:S:1:pos:R:3:lowdin_charge:R:1
N -2.196 -0.109 -0.438 0.08
C -1.038 -0.337 0.354 -0.32
C 0.267 -0.933 -0.002 0.04
C 1.179 0.131 0.057 -0.33
O 2.351 0.472 -0.556 0.07
C 0.569 1.004 0.940 -0.08
O -0.767 0.816 1.011 0.01
H -2.023 0.653 -1.102 0.10
H -2.651 -0.883 -0.892 0.08
H 0.542 -1.987 -0.082 0.11
H 2.725 -0.231 -1.104 0.12
H 1.042 1.403 1.814 0.13
```

Lowest unoccupied orbital energy (alpha / beta) in eV: 0.5 / 0.5
Orbital gap (alpha / beta) in eV: 7.8525 / 7.8527
ΔE to the lowest compared entry with this formula, charge and spin in eV: 3.8646
Energy in eV: -9810.450

---

Record 10
The following is a quantum chemistry calculation of the molecule C4H5NO2, from the OMol25 dataset.

```
12
Properties=species:S:1:pos:R:3:lowdin_charge:R:1
O 1.612 1.102 1.552 0.08
C 1.849 0.485 0.547 -0.15
C 0.869 -0.446 -0.171 -0.34
O 1.313 -1.388 -0.770 0.14
N -0.554 -0.195 -0.099 -0.21
C -1.381 -1.192 -0.370 0.04
C -0.880 1.122 -0.026 0.03
H 2.856 0.418 0.095 0.14
H -2.435 -1.012 -0.225 0.08
H -0.992 -2.087 -0.828 0.07
H -1.862 1.381 -0.399 0.07
H -0.366 1.749 0.684 0.05
```

Lowest unoccupied orbital energy (alpha / beta) in eV: -0.7 / -0.8
Orbital gap (alpha / beta) in eV: 6.8963 / 7.1302
ΔE to the lowest compared entry with this formula, charge and spin in eV: 3.7620
Energy in eV: -9810.553